C2H10N4O | ωB97M-V/def2-TZVPD

The HOMO-LUMO gap comes out at 0.344 Ha. For the highest occupied orbital energy, the calculation gives -8.56 eV. Its spin multiplicity is 1. The LUMO energy is 0.791 eV.

The geometry in XYZ format:
```
17
Properties=species:S:1:pos:R:3:forces:R:3:nbo_charge:R:1
C 0.741367 -0.097052 2.009437 0.53 -0.98 2.70 -0.421
C 0.443138 0.423702 -1.553253 -0.12 0.34 1.31 -0.083
N -0.900743 0.262581 -2.116503 1.79 -0.88 3.15 -0.847
N -0.921203 -1.176158 0.679422 0.60 -0.78 -1.66 -0.688
N 0.407684 0.696811 -0.108773 -0.88 1.77 0.99 -0.002
N 0.169939 -0.265320 0.724068 -0.44 -0.76 -0.35 -0.101
O -0.798627 1.961291 0.120474 0.92 -0.57 0.68 -0.809
H 0.048801 0.241775 2.865199 0.55 0.08 -1.49 0.180
H 1.045258 -1.111024 2.394502 -0.03 0.87 -0.50 0.211
H 1.635911 0.556682 1.942054 -0.78 -0.40 0.05 0.228
H 1.115223 1.316496 -1.829894 -1.10 -1.55 -0.71 0.200
H 0.958650 -0.604920 -1.523894 -0.41 1.74 -0.74 0.212
H -0.902401 -0.019357 -3.010331 0.48 -1.71 -3.96 0.353
H -1.470595 1.037926 -2.126648 -1.09 2.45 0.81 0.377
H -1.083989 -1.469304 -0.326390 0.17 0.80 1.74 0.383
H -1.754325 -0.763759 1.060925 -0.42 0.51 -0.11 0.355
H -0.665146 2.309400 1.059597 0.25 -0.93 -1.90 0.452
```
Forces are in eV/Å.

---

C8H13N2O2S | ωB97M-V/def2-TZVPD

The HOMO-LUMO gap (spin up / spin down) comes out at 0.270 / 0.270 Ha. For the highest occupied orbital energy (spin up / spin down), the calculation gives -11.75 / -11.75 eV. Its spin multiplicity is 1. As for the charge: +1. The LUMO energy (spin up / spin down) is -4.410 / -4.411 eV.

The geometry in XYZ format:
```
26
Properties=species:S:1:pos:R:3:forces:R:3:nbo_charge:R:1
C 0.726738 -1.048787 -2.201325 -0.89 -1.19 -0.23 -0.284
C -0.436842 -1.255620 -1.556927 1.20 1.10 1.28 -0.047
C 1.747761 -0.346011 -1.523713 -0.67 -0.46 2.61 0.225
C 2.156431 0.098673 -0.332577 -0.93 -0.89 -0.67 -0.272
C -0.749400 -0.664076 -0.172077 -1.98 1.68 -3.52 -0.362
C -0.263271 0.739208 0.021512 -0.35 -0.52 -1.56 0.316
C -3.007690 0.219253 0.892095 -2.72 -0.51 0.62 -0.620
C -2.411679 -0.608388 -0.183921 2.81 -1.19 1.85 -0.347
N 2.833288 0.489062 -1.644941 1.42 2.01 -0.10 -0.552
N -0.159618 1.188416 1.190775 -0.20 3.76 0.91 -0.616
O 3.250237 1.436789 1.386491 -3.06 -1.88 -2.29 -0.878
O 1.956364 -0.542786 2.280556 -0.97 -0.29 0.06 -0.918
S 2.917211 -0.236637 1.252963 1.06 2.28 -0.80 1.567
H 0.959999 -1.537613 -3.142070 -0.15 0.25 -0.05 0.265
H -1.225357 -1.917187 -1.800349 -0.34 -0.59 -1.23 0.227
H -0.375240 -1.377763 0.477981 0.52 -0.99 2.15 0.256
H -0.275409 1.455225 -0.774679 0.01 0.11 -0.64 0.236
H -2.536811 0.112842 1.838823 0.14 -0.28 1.03 0.201
H -4.167073 0.105734 1.014698 2.22 -0.08 -0.25 0.257
H -2.863854 1.220065 0.570825 -0.03 1.21 0.02 0.201
H -2.756711 -0.149550 -1.021494 -0.35 1.06 -3.12 0.212
H -2.617668 -1.655299 -0.304499 -0.66 -0.51 0.63 0.225
H 3.708210 0.000716 -1.632929 0.83 -0.61 -0.83 0.347
H 3.955100 1.614893 1.936746 2.70 0.33 2.14 0.496
H -0.221348 0.496996 1.828207 0.04 -2.46 3.37 0.410
H -0.143367 2.161844 1.599830 0.34 -1.34 -1.38 0.456
```
Forces are in eV/Å.

---

Energy above the lowest of the compared OMol25 structures with the same formula, charge and spin values, unit kcal/mol, following the record order: 134.9, 137.9.